[1]
21
Properties=species:S:1:pos:R:3:forces:R:3 method="wB97M-V/def2-TZVPD" homo_lumo_gap_ev=10.67 de_lowest_kj_mol=148.28 lumo_ev=-3.367 mol_weight_g_mol=117.17 smiles="CCNC(=O)[C@@H](C)[NH3+]" total_charge=+1
C -0.27865 -0.96998 -2.28516 1.637 -1.254 -0.065
C -1.29200 -0.62847 -1.23274 -3.205 0.480 -1.405
N -1.07946 -1.17229 0.07783 2.569 0.211 0.271
C 0.09358 -0.84501 0.73846 -1.791 0.644 1.306
O 0.45956 -1.34131 1.78515 0.293 -0.897 0.111
C 0.69418 0.59723 0.51241 -1.044 0.260 -0.711
C -0.43097 1.53929 0.96105 -1.005 0.174 2.006
N 1.91367 0.69938 1.42675 -0.707 -0.403 -0.242
H -0.11727 -2.05273 -2.33533 -0.849 -0.185 -0.238
H 0.74592 -0.77713 -1.94058 -0.041 0.935 -0.309
H -0.44345 -0.61611 -3.31879 -0.063 0.148 0.802
H -2.30859 -1.04639 -1.60690 1.553 0.833 0.764
H -1.45904 0.46527 -1.10751 0.154 -0.600 -0.448
H -1.66189 -1.93900 0.38968 0.559 -0.060 0.207
H 0.96229 0.72042 -0.54052 0.382 0.393 0.420
H -0.17592 2.17554 1.82920 0.557 -0.022 -0.575
H -1.22973 0.94484 1.45909 0.341 0.228 -0.683
H -0.92892 2.19774 0.25248 0.486 -0.238 -0.391
H 2.71029 0.44042 0.84761 0.301 -0.522 0.582
H 2.16313 1.58417 1.88375 -0.681 0.190 -0.578
H 1.66327 0.02413 2.20410 0.552 -0.313 -0.826

=====

[2]
23
Properties=species:S:1:pos:R:3:forces:R:3 method="wB97M-V/def2-TZVPD" homo_lumo_gap_ev="5.05 / 7.42" de_lowest_kj_mol=101.38 lumo_ev="-3.315 / -6.158" mol_weight_g_mol=226.10 s2=2.01 total_charge=+1 spin_multiplicity=3
C -2.44081 -0.11708 -0.24892 3.129 1.244 7.557
C -0.60676 1.67108 0.39624 0.514 -1.416 1.826
C -1.11963 0.19140 0.52495 -0.459 1.078 -3.393
C 0.53473 0.47032 -1.14020 -1.078 -1.547 -1.066
C 0.00627 -0.63855 -0.14658 0.241 3.276 0.751
N -3.22740 -0.97908 0.44115 -2.593 -0.899 -0.734
O -2.65550 0.18694 -1.42735 -0.748 0.673 -5.524
O 0.54588 1.62052 -0.42371 1.188 1.122 -0.465
O 1.91359 0.09825 -1.42118 -0.292 0.748 -1.432
O 1.17511 -0.68638 0.69939 2.460 -0.090 0.537
O -0.45208 -1.82427 -0.47169 -0.956 -1.358 -0.658
O 3.55006 -1.32064 0.00811 0.451 1.495 -0.143
O 3.08098 1.13470 0.68824 -0.007 -1.771 -0.660
P 2.51942 -0.14546 -0.03381 -0.949 -1.851 2.406
H -1.37279 2.36526 0.08099 0.138 0.283 -0.111
H -0.09180 1.88321 1.34846 -1.282 0.679 0.066
H -1.17241 0.06973 1.56022 -0.683 -1.047 1.527
H -0.11268 0.65091 -1.98456 0.538 -0.779 -1.129
H -2.85593 -1.44435 1.23179 0.093 -0.734 0.284
H -4.15285 -1.21205 0.07256 0.662 -0.033 0.458
H 0.15890 -2.54604 -0.59728 0.718 -0.076 -0.205
H 4.50652 -1.08380 0.10175 -0.783 -0.265 -0.071
H 2.26920 1.65538 0.74141 -0.302 1.264 0.178